Run a
{"formula": "C3H6NP", "method": "ωB97M-V/def2-TZVPD", "symbols": ["P", "N", "C", "C", "C", "H", "H", "H", "H", "H", "H"], "coordinates": [[1.299, -0.582, 0.160], [0.000, -1.386, -0.009], [-1.224, -0.826, -0.134], [-1.697, 0.377, 0.162], [1.700, 0.967, -0.256], [-2.687, 0.524, -0.003], [2.736, 1.410, -0.127], [-1.165, 1.200, 0.747], [2.163, -1.488, 0.328], [0.755, 1.432, -0.489], [-1.879, -1.629, -0.377]], "smiles": "C=CN=[PH]=C", "homo_energy_ha": -0.2972, "homo_lumo_gap_ev": 8.3, "multiplicity": 1}

---

Run b
{"formula": "C3H6NP", "method": "ωB97M-V/def2-TZVPD", "symbols": ["P", "N", "C", "C", "C", "H", "H", "H", "H", "H", "H"], "coordinates": [[1.796, 1.518, 0.569], [0.529, 1.892, -0.360], [0.294, -1.162, 0.780], [-0.191, -0.711, -0.315], [-0.356, 0.840, -0.869], [-1.355, 1.078, -0.847], [-0.477, -1.383, -1.001], [0.742, -0.546, 1.636], [2.250, 2.928, 0.668], [-0.143, 0.579, -1.877], [0.302, -2.170, 0.938]], "smiles": "[H]/P=N/CC=C", "homo_energy_ha": -0.3273, "homo_lumo_gap_ev": 8.6, "multiplicity": 1}

---

Run c
{"formula": "C3H6NP", "method": "ωB97M-V/def2-TZVPD", "symbols": ["P", "N", "C", "C", "C", "H", "H", "H", "H", "H", "H"], "coordinates": [[1.433, -0.720, -0.304], [-2.269, 1.339, -0.337], [-1.850, -1.144, -0.058], [2.096, 0.752, -0.039], [-1.999, 0.152, -0.216], [2.617, 1.189, 0.832], [-1.558, -1.560, 0.840], [1.319, -1.224, 1.060], [-1.877, 2.104, -0.086], [-1.965, -1.763, -0.892], [2.236, 1.307, -1.005]], "smiles": "C=C=N.C=P", "homo_energy_ha": -0.3116, "homo_lumo_gap_ev": 8.9, "multiplicity": 1}

---

Run d
{"formula": "C3H6NP", "method": "ωB97M-V/def2-TZVPD", "symbols": ["P", "N", "C", "C", "C", "H", "H", "H", "H", "H", "H"], "coordinates": [[-1.392, 0.426, 0.687], [-1.083, -1.285, 0.766], [0.769, 1.071, -1.303], [1.633, 1.015, -0.472], [-0.082, -1.823, 1.307], [-2.554, 0.686, 1.311], [-0.765, 0.578, 2.025], [2.542, 1.110, 0.122], [0.050, -2.825, 1.183], [0.818, -1.258, 1.698], [0.078, 1.028, -2.181]], "smiles": "C=NP.C#C", "homo_energy_ha": -0.3280, "homo_lumo_gap_ev": 10.0, "multiplicity": 1}

---

Most stable structure - run b; separation to the second - 0.400 eV.

---

Run a
{"formula": "C2H10O3", "method": "ωB97M-V/def2-TZVPD", "symbols": ["O", "O", "O", "C", "C", "H", "H", "H", "H", "H", "H", "H", "H", "H", "H"], "coordinates": [[0.026, -3.283, 0.558], [1.629, 2.665, 0.309], [-0.895, -0.484, 1.103], [-0.160, 0.087, -1.121], [-1.100, 0.433, 0.012], [2.211, 2.089, -0.190], [-2.095, 0.211, -0.365], [-1.730, -0.595, 1.562], [0.803, 0.608, -1.152], [0.114, -0.962, -1.246], [-0.625, 0.438, -2.048], [2.061, 2.902, 1.132], [0.983, -3.235, 0.629], [-0.269, -2.351, 0.544], [-0.954, 1.478, 0.273]], "smiles": "CCO.O.O", "homo_energy_ha": -0.3930, "homo_lumo_gap_ev": 11.4, "multiplicity": 1}

---

Run b
{"formula": "C2H10O3", "method": "ωB97M-V/def2-TZVPD", "symbols": ["O", "O", "O", "C", "C", "H", "H", "H", "H", "H", "H", "H", "H", "H", "H"], "coordinates": [[-0.340, -0.897, -0.898], [2.387, -4.118, 1.413], [0.816, -1.254, 1.770], [-1.507, 3.768, -2.186], [-2.139, 4.015, -0.927], [0.950, -0.334, 1.432], [-1.735, 4.811, -0.350], [-3.043, 3.441, -0.626], [1.395, -3.892, 1.491], [1.416, -1.204, 2.612], [-1.857, 3.025, -2.908], [-0.041, -1.707, -0.379], [-0.589, 4.421, -2.341], [2.484, -4.921, 1.890], [-0.003, -0.195, -0.419]], "smiles": "C=C.O.O.O", "homo_energy_ha": -0.3581, "homo_lumo_gap_ev": 10.1, "multiplicity": 1}

---

Most stable structure - run a; separation to the second - 1.423 eV.

---

Run a
{"formula": "C3H4N2S2", "method": "ωB97M-V/def2-TZVPD", "symbols": ["S", "S", "N", "N", "C", "C", "C", "H", "H", "H", "H"], "coordinates": [[-0.337, 2.199, -0.054], [2.217, -1.200, -0.065], [-2.105, -0.512, -0.046], [-0.724, -0.471, 0.272], [-2.678, -1.646, -0.062], [1.526, 0.270, 0.045], [0.086, 0.645, 0.083], [-2.115, -2.590, 0.016], [-3.722, -1.860, -0.313], [-0.232, -1.406, 0.158], [2.196, 1.151, 0.066]], "smiles": "C=NNC(=S)C=S", "homo_energy_ha": -0.3313, "homo_lumo_gap_ev": 7.3, "multiplicity": 1}

---

Run b
{"formula": "C3H4N2S2", "method": "ωB97M-V/def2-TZVPD", "symbols": ["S", "S", "N", "N", "C", "C", "C", "H", "H", "H", "H"], "coordinates": [[0.789, -2.134, 2.071], [0.358, 1.523, -2.118], [-0.988, -0.807, 0.624], [1.069, -0.166, 0.236], [0.190, 0.499, -0.591], [0.302, -1.101, 0.948], [-1.112, 0.292, -0.107], [2.049, -0.191, 0.314], [-1.905, -1.266, 1.050], [-2.014, 0.745, -0.642], [1.261, 2.606, -1.786]], "smiles": "S=c1[nH]cc(S)[nH]1", "homo_energy_ha": -0.2777, "homo_lumo_gap_ev": 8.0, "multiplicity": 1}

---

Run c
{"formula": "C3H4N2S2", "method": "ωB97M-V/def2-TZVPD", "symbols": ["S", "S", "N", "N", "C", "C", "C", "H", "H", "H", "H"], "coordinates": [[-2.519, 0.871, -1.304], [0.640, 1.878, -0.735], [0.846, -0.620, 0.215], [-1.890, -0.970, -3.307], [-1.276, -0.164, -0.514], [-0.013, 0.231, -0.386], [-2.224, -0.159, -2.580], [1.835, -0.278, 0.224], [0.325, -1.313, 0.693], [-1.623, -1.144, -0.139], [-0.639, 2.408, -1.138]], "smiles": "N#CS/C=C(/N)S", "homo_energy_ha": -0.3147, "homo_lumo_gap_ev": 9.0, "multiplicity": 1}

---

Run d
{"formula": "C3H4N2S2", "method": "ωB97M-V/def2-TZVPD", "symbols": ["S", "S", "N", "N", "C", "C", "C", "H", "H", "H", "H"], "coordinates": [[-3.096, 0.691, -0.255], [-2.371, -1.001, 0.492], [1.462, -1.437, -0.030], [-0.787, -0.980, -0.037], [0.635, 0.689, -0.123], [1.648, -0.086, -0.204], [0.217, -1.848, -0.094], [0.173, -2.933, 0.028], [2.602, 0.250, -0.310], [-3.281, 1.276, 0.862], [-0.042, 1.571, -0.195]], "homo_energy_ha": [-0.2934, -0.2934], "homo_lumo_gap_ev": [7.7, 7.7], "multiplicity": 1}

---

Most stable structure - run b; separation to the second - 0.872 eV.

---

Run a
{"formula": "C3H4N2S2", "method": "ωB97M-V/def2-TZVPD", "symbols": ["S", "S", "N", "N", "C", "C", "C", "H", "H", "H", "H"], "coordinates": [[-1.978, 2.658, -1.089], [1.720, -1.959, 2.350], [-0.839, 0.206, -0.606], [1.134, -1.218, -0.234], [-1.200, 1.255, -1.627], [0.882, -1.237, 1.110], [0.337, -0.437, -1.151], [-0.001, -0.506, 1.257], [0.632, -0.581, -2.178], [-0.777, 1.113, -2.569], [2.097, -1.619, -0.790]], "smiles": "S=C/N=C/NC=S", "homo_energy_ha": -0.3273, "homo_lumo_gap_ev": 7.5, "multiplicity": 1}

---

Run b
{"formula": "C3H4N2S2", "method": "ωB97M-V/def2-TZVPD", "symbols": ["S", "S", "N", "N", "C", "C", "C", "H", "H", "H", "H"], "coordinates": [[1.866, 0.722, -0.642], [-1.314, 1.225, -2.234], [0.327, -0.300, 1.088], [-0.565, -0.322, -4.430], [0.272, 0.295, -0.131], [-0.873, 0.236, -3.481], [-0.911, 0.327, -0.819], [1.437, 1.518, -1.512], [1.164, 0.011, 1.551], [-1.803, -0.197, -0.414], [-0.436, -0.681, 1.691]], "smiles": "N#CS/C=C(/N)S", "homo_energy_ha": -0.3250, "homo_lumo_gap_ev": 9.3, "multiplicity": 1}

---

Most stable structure - run b; separation to the second - 1.690 eV.

---

Run a
{"formula": "C13H16NO", "method": "ωB97M-V/def2-TZVPD", "symbols": ["O", "N", "C", "C", "C", "C", "C", "C", "C", "C", "C", "C", "C", "C", "C", "H", "H", "H", "H", "H", "H", "H", "H", "H", "H", "H", "H", "H", "H", "H", "H"], "coordinates": [[-1.107, -2.145, 0.492], [-0.120, 0.449, 1.362], [-1.221, -2.092, 2.834], [0.945, -2.257, 1.569], [0.574, 0.417, -0.998], [-0.431, -2.023, 1.626], [-0.128, -0.506, -3.460], [2.153, -2.179, 1.458], [0.786, 1.144, 0.322], [-0.178, 1.160, -1.818], [0.570, -1.374, -2.596], [1.034, -0.815, -1.409], [0.387, 2.546, -0.056], [-0.510, 0.763, -3.118], [-0.620, 2.455, -1.205], [-2.192, -1.804, 2.605], [0.736, -2.414, -2.788], [1.394, 2.934, -0.313], [0.008, 3.208, 0.743], [-0.316, 3.348, -1.911], [-1.162, 0.606, 1.227], [-0.766, -1.484, 3.747], [-1.625, 2.780, -1.076], [1.804, -1.407, -0.859], [1.869, 1.168, 0.716], [-1.026, 1.356, -3.719], [-0.028, 0.772, 2.258], [-0.685, -0.856, -4.355], [3.146, -2.433, 1.403], [-1.285, -3.070, 3.100], [-0.707, -2.029, -0.381]], "homo_energy_ha": -0.4524, "total_charge": 1, "homo_lumo_gap_ev": 7.0, "multiplicity": 1}

---

Run b
{"formula": "C13H16NO", "method": "ωB97M-V/def2-TZVPD", "symbols": ["O", "N", "C", "C", "C", "C", "C", "C", "C", "C", "C", "C", "C", "C", "C", "H", "H", "H", "H", "H", "H", "H", "H", "H", "H", "H", "H", "H", "H", "H", "H"], "coordinates": [[1.274, -0.027, -2.520], [-0.458, -1.962, -1.015], [-2.545, 1.628, 2.220], [-0.346, -2.530, -2.353], [0.499, -1.127, -0.398], [0.813, 0.183, -1.165], [-1.845, 2.797, 2.480], [-2.820, -0.558, 1.571], [0.202, -0.741, 1.078], [-1.891, 0.488, 1.764], [-0.486, 0.596, 1.513], [0.148, 1.748, 1.672], [-0.465, 2.876, 2.205], [2.641, -0.467, -2.555], [-1.119, -1.477, -2.289], [-0.079, 0.898, -1.124], [-3.835, -0.453, 1.750], [-2.465, 3.755, 2.770], [1.259, -0.516, 1.460], [-1.636, -0.663, -2.674], [-2.476, -1.550, 1.121], [3.006, -0.064, -3.429], [1.467, -1.645, -0.365], [1.710, 0.631, -0.741], [1.239, 1.745, 1.482], [0.065, 3.761, 2.165], [3.060, -0.059, -1.628], [-0.159, -1.585, 1.481], [2.740, -1.543, -2.550], [-3.568, 1.628, 2.426], [-0.075, -3.310, -3.016]], "homo_energy_ha": -0.3896, "total_charge": 1, "homo_lumo_gap_ev": 4.1, "multiplicity": 1}

---

Most stable structure - run a; separation to the second - 3.622 eV.

---

Run a
{"formula": "CH5IN2S", "method": "ωB97M-V/def2-TZVPD", "symbols": ["I", "S", "N", "N", "C", "H", "H", "H", "H", "H"], "coordinates": [[1.556, 1.263, 2.508], [0.776, 1.068, 0.025], [-0.251, -0.079, 0.164], [-0.336, 2.347, -0.254], [0.068, -1.465, 0.068], [-0.536, -1.982, -0.600], [0.161, -2.087, 1.018], [1.096, -1.608, -0.292], [0.114, 3.276, -0.543], [-1.210, 2.317, 0.338]], "homo_energy_ha": -0.3100, "homo_lumo_gap_ev": 7.7, "multiplicity": 1}

---

Run b
{"formula": "CH5IN2S", "method": "ωB97M-V/def2-TZVPD", "symbols": ["I", "S", "N", "N", "C", "H", "H", "H", "H", "H"], "coordinates": [[0.115, 2.780, 0.448], [-1.072, 0.412, -0.606], [-2.303, 0.081, 0.226], [-0.014, -0.656, 0.067], [1.399, -0.565, -0.209], [-0.263, -0.899, 1.019], [-3.163, 0.498, -0.092], [1.570, -0.747, -1.269], [1.805, 0.419, 0.050], [1.924, -1.322, 0.366]], "homo_energy_ha": [-0.3199, -0.3199], "homo_lumo_gap_ev": [7.6, 7.6], "multiplicity": 1}

---

Most stable structure - run b; separation to the second - 0.722 eV.